{"formula": "C49H40Br2N5O4Ti", "method": "ωB97M-V/def2-TZVPD", "gap_ev": 6.571, "e_homo_ev": -10.10, "e_above_lowest_kcal_mol": 17.6, "charge": 1, "total_energy_ha": -8463.3469, "e_lumo_ev": -3.53, "elements": ["Ti", "Br", "C", "C", "C", "C", "O", "C", "C", "N", "C", "C", "C", "C", "C", "C", "C", "C", "N", "C", "C", "H", "H", "H", "H", "H", "H", "H", "H", "H", "H", "O", "C", "C", "C", "C", "C", "C", "C", "O", "N", "N", "C", "C", "Br", "C", "C", "C", "C", "C", "C", "C", "H", "H", "H", "H", "H", "H", "H", "H", "H", "H", "H", "H", "H", "H", "C", "C", "C", "C", "C", "C", "C", "O", "C", "C", "C", "H", "H", "H", "H", "H", "H", "H", "H", "H", "H", "H", "H", "N", "C", "C", "C", "C", "C", "C", "C", "H", "H", "H", "H"], "positions_angstrom": [[-0.69477, 0.73391, 0.35630], [0.01107, 7.89995, 2.14266], [-0.19622, 6.03079, 2.02757], [0.46232, 5.20556, 2.94812], [0.32266, 3.83604, 2.89544], [-0.45626, 3.25870, 1.88888], [-0.59934, 1.95362, 1.79783], [-1.11586, 4.08725, 0.96545], [-1.99301, 3.50973, -0.01059], [-2.04968, 2.25561, -0.31605], [-3.06183, 1.80263, -1.21364], [-3.51074, 2.49329, -2.30153], [-4.51456, 1.93903, -3.12812], [-5.03766, 0.70740, -2.86078], [-4.56099, -0.04168, -1.75724], [-4.99089, -1.35776, -1.46175], [-4.41138, -2.03829, -0.43195], [-3.39682, -1.40411, 0.31962], [-2.99877, -0.17656, 0.10131], [-3.56873, 0.50931, -0.93209], [-0.99543, 5.48369, 1.05663], [1.08679, 5.65638, 3.70787], [0.81927, 3.19012, 3.60785], [-2.69922, 4.18628, -0.49262], [-3.07730, 3.44991, -2.56440], [-4.85258, 2.49870, -3.98911], [-5.79408, 0.27495, -3.50253], [-5.76073, -1.81398, -2.07179], [-4.69764, -3.05193, -0.19051], [-2.89545, -1.93893, 1.11879], [-1.51901, 6.11907, 0.35340], [-2.96545, -1.67702, -4.29532], [-2.18166, -0.57230, -4.48964], [-2.41763, 0.15678, -5.65035], [-1.65992, 1.28087, -5.92014], [-0.65340, 1.68318, -5.04648], [-0.43366, 0.95947, -3.88946], [-1.20476, -0.15832, -3.58547], [-1.01782, -0.88727, -2.28017], [-0.70652, -0.01737, -1.23713], [-0.00690, -1.91941, -2.40113], [0.66231, -2.30156, -1.29073], [1.70170, -3.01330, -1.44995], [2.51183, -3.52061, -0.34479], [2.12985, -2.82032, 1.37010], [3.49689, -4.39123, -0.57729], [4.46325, -5.05895, 0.30394], [5.71174, -5.36642, -0.24158], [6.68666, -5.98983, 0.51817], [6.41746, -6.33945, 1.83370], [5.16903, -6.07026, 2.37631], [4.19695, -5.43350, 1.62096], [-2.59086, -2.24805, -3.61662], [-3.18753, -0.18292, -6.32979], [-1.84250, 1.83890, -6.82911], [-0.04564, 2.54870, -5.27223], [0.34730, 1.24991, -3.19874], [-1.98687, -1.33622, -2.00783], [0.43883, -2.00696, -3.30581], [2.05873, -3.29101, -2.44581], [3.62915, -4.62148, -1.63203], [5.91922, -5.10409, -1.27214], [7.65113, -6.21046, 0.08100], [7.17433, -6.83145, 2.42996], [4.94713, -6.36428, 3.39371], [3.22222, -5.25536, 2.04917], [-0.76850, 3.10982, 7.26720], [-0.71940, 2.05605, 6.20131], [0.35436, 1.17607, 6.11539], [0.41635, 0.20211, 5.13277], [1.61368, -0.71572, 5.09430], [-0.62066, 0.15081, 4.17225], [-0.41659, -0.76868, 3.08872], [-0.81400, -0.65279, 1.91844], [-1.74081, 1.00738, 4.26633], [-2.92949, 0.89569, 3.35591], [-1.76545, 1.93633, 5.28722], [0.07186, 3.02638, 7.95305], [-1.69253, 3.03752, 7.84179], [-0.74645, 4.10371, 6.81611], [1.15686, 1.24603, 6.83963], [2.26688, -0.50256, 5.93737], [2.20187, -0.59120, 4.18331], [1.32600, -1.76667, 5.16122], [0.20397, -1.64865, 3.29310], [-3.09794, -0.12534, 3.02126], [-2.79858, 1.50848, 2.46326], [-3.82305, 1.23914, 3.87528], [-2.62890, 2.58485, 5.38463], [5.24837, 5.11048, -0.11931], [4.39427, 4.34248, -0.10305], [3.31922, 3.38390, -0.08500], [2.24961, 3.52217, -0.96045], [1.21264, 2.59807, -0.91794], [1.19730, 1.56082, 0.01153], [2.28482, 1.44037, 0.87871], [3.34704, 2.32477, 0.82358], [2.23640, 4.33861, -1.67060], [0.39398, 2.72036, -1.61990], [2.31131, 0.64863, 1.61937], [4.19056, 2.21807, 1.49311]], "forces_ev_per_a": [[-0.350, 0.177, 0.696], [0.008, 0.045, 0.005], [-0.012, -0.065, -0.006], [0.002, -0.016, 0.014], [0.003, 0.088, 0.013], [-0.061, -0.209, -0.089], [0.199, 0.356, 0.337], [-0.068, 0.049, -0.083], [-0.062, 0.041, 0.089], [0.109, -0.088, -0.242], [0.097, 0.007, 0.113], [-0.022, -0.001, -0.105], [0.022, -0.008, 0.059], [0.015, 0.011, 0.028], [-0.063, -0.032, -0.051], [-0.024, 0.018, -0.022], [0.042, 0.030, 0.023], [-0.082, -0.024, 0.075], [-0.049, 0.049, -0.024], [0.085, -0.005, 0.039], [0.014, 0.015, 0.022], [0.000, 0.006, 0.002], [0.014, -0.007, -0.002], [0.005, 0.007, 0.009], [0.002, 0.004, 0.008], [0.005, 0.001, -0.007], [-0.001, -0.005, -0.002], [0.010, -0.002, -0.007], [-0.006, 0.002, 0.010], [-0.004, -0.004, -0.002], [-0.003, 0.002, 0.004], [0.012, 0.050, 0.003], [-0.047, -0.038, -0.013], [0.041, 0.041, 0.019], [-0.008, 0.007, -0.011], [-0.022, -0.009, 0.000], [0.050, -0.007, 0.000], [-0.087, -0.122, -0.097], [-0.003, -0.075, 0.202], [0.220, -0.342, -0.619], [-0.270, 0.039, -0.274], [-0.141, -0.039, 0.035], [0.045, 0.038, 0.032], [0.021, -0.026, -0.101], [-0.079, 0.068, 0.082], [0.029, -0.015, 0.008], [-0.019, 0.073, -0.040], [0.035, -0.006, 0.019], [-0.026, 0.008, -0.007], [0.006, 0.002, 0.008], [0.000, 0.004, -0.010], [-0.002, -0.030, 0.003], [0.023, -0.021, -0.006], [-0.005, -0.008, -0.006], [-0.001, 0.004, -0.003], [0.005, 0.001, -0.008], [-0.006, 0.008, 0.013], [0.130, -0.084, 0.160], [0.218, 0.176, 0.077], [-0.030, -0.041, 0.005], [-0.002, -0.025, 0.001], [0.002, 0.002, -0.002], [0.006, 0.002, 0.005], [-0.003, -0.008, 0.002], [0.000, -0.003, 0.003], [-0.001, 0.006, 0.005], [0.004, -0.005, -0.006], [-0.019, 0.006, 0.028], [0.010, -0.017, -0.017], [0.023, 0.026, 0.037], [0.004, 0.002, 0.007], [0.049, -0.117, -0.020], [0.242, 0.020, -0.008], [0.042, 0.130, -0.545], [-0.043, 0.014, -0.005], [-0.087, 0.034, -0.008], [-0.018, -0.004, -0.001], [0.002, 0.001, 0.000], [-0.006, -0.006, -0.008], [-0.002, 0.007, -0.001], [0.003, 0.008, -0.002], [0.003, -0.007, -0.002], [-0.005, 0.010, -0.004], [-0.013, 0.003, 0.006], [-0.033, 0.001, -0.003], [-0.011, -0.030, 0.005], [-0.035, -0.030, 0.071], [-0.007, -0.011, 0.006], [0.003, 0.006, 0.002], [0.003, 0.009, 0.017], [-0.057, -0.067, -0.037], [0.073, 0.052, 0.045], [0.042, -0.119, -0.045], [-0.013, 0.070, -0.101], [-0.065, 0.010, 0.185], [0.006, -0.051, -0.044], [0.013, -0.001, 0.001], [0.002, 0.004, 0.005], [-0.020, 0.019, 0.027], [-0.010, -0.040, 0.026], [0.003, 0.005, -0.003]]}